Here is C27H25BrF5N4O3PPrS2 as an isolated structure from the Open Molecules 2025 dataset. Energies are from wB97M-V/def2-TZVPD.

XYZ file:
```
69
Properties=species:S:1:pos:R:3:mulliken_charge:R:1
Pr -0.039 0.758 0.790 0.643
C -6.058 1.169 -0.518 -1.328
C -4.879 1.506 0.404 0.509
C -5.087 2.280 1.606 -0.383
C -4.080 2.386 2.536 -0.599
C -2.800 1.930 2.203 0.464
Br -1.252 2.060 3.364 -0.129
N -2.585 1.355 1.015 0.076
C -3.598 1.058 0.132 -0.747
H -7.015 1.294 -0.037 0.413
H -5.933 0.146 -0.903 0.285
H -6.145 1.807 -1.391 0.313
H -6.069 2.747 1.790 0.394
H -4.295 2.719 3.565 0.391
H -3.227 0.540 -0.723 0.660
C -3.859 -2.964 -1.416 -1.311
C -3.867 -3.261 0.047 -0.024
O -2.467 -3.384 0.555 -0.438
P -1.168 -2.482 0.214 1.284
S -0.611 -1.680 1.953 -0.536
S -1.196 -1.314 -1.337 -0.493
O -0.069 -3.660 -0.112 -0.373
C 0.122 -4.999 0.522 -0.261
C 1.494 -4.986 1.164 -0.905
H -4.840 -3.301 -1.823 0.380
H -3.054 -3.410 -1.981 0.460
H -3.787 -1.942 -1.629 0.273
H -4.282 -4.263 0.221 0.296
H -4.454 -2.526 0.608 0.228
H 0.033 -5.765 -0.237 0.306
H -0.649 -4.987 1.313 0.300
H 2.261 -4.783 0.453 0.187
H 1.698 -5.923 1.774 0.375
H 1.552 -4.183 1.922 0.218
C 4.210 -3.025 -1.479 -0.616
C 3.654 -2.413 -2.621 -0.611
C 2.752 -1.347 -2.581 -0.653
C 2.438 -0.792 -1.313 0.165
C 2.986 -1.409 -0.173 0.216
C 3.942 -2.406 -0.244 -0.532
N 1.617 0.313 -1.115 0.846
N 1.333 0.838 -2.265 -0.633
C 0.676 2.050 -2.151 0.317
C 0.522 2.693 -3.384 -0.525
C -0.228 3.834 -3.382 -0.332
C -0.523 4.448 -2.120 -0.909
C -0.081 3.866 -0.986 -0.425
N 0.411 2.620 -0.951 -0.037
H 5.025 -3.771 -1.481 0.364
H 3.855 -2.897 -3.596 0.292
H 2.387 -0.856 -3.452 0.480
H 2.711 -0.941 0.810 0.007
H 4.372 -2.803 0.642 0.496
H 0.994 2.198 -4.279 0.368
H -0.666 4.179 -4.307 0.414
H -1.067 5.395 -2.192 0.380
H -0.107 4.361 -0.069 0.605
F 6.340 4.282 2.562 -0.293
C 5.195 3.512 2.446 0.203
C 5.320 2.111 2.549 0.397
F 6.491 1.551 2.894 -0.307
C 4.209 1.300 2.344 -0.207
F 4.413 -0.067 2.291 -0.296
C 2.902 1.873 2.101 0.548
O 1.878 1.038 2.049 -0.559
C 2.812 3.243 2.076 0.088
F 1.599 3.838 1.745 -0.238
C 3.968 4.007 2.073 0.345
F 3.865 5.233 1.515 -0.286
```

Properties
Energy relative to the best compared isomer or geometry (same formula, charge and spin) ... 1.3308 eV
Multiplicity ... 4
HOMO level (alpha / beta) ... -5.96 / -7.72 eV